Computed, not measured: a 14-piece molecular cluster, C44H58Cl8F30O20 overall in a non-equilibrium geometry, with ωB97M-V/def2-TZVPD.

Its spin multiplicity is 1. For the highest occupied orbital energy, the calculation gives -10.760 eV. As for the gap between HOMO and LUMO: 0.411 Ha. As for the total energy: -269226.4073 eV.

Last columns: bonded neighbours and bond lengths (Å).
Positions of all 160 atoms, in Å:
1 C 17.27564 20.02499 18.46730  Cl2 1.805, Cl3 1.761, H4 1.081, H5 1.080
2 Cl 19.05125 20.06466 18.14639  C1 1.805
3 Cl 16.52199 21.51807 17.91565  C1 1.761
4 H 16.93319 19.20922 17.84610  C1 1.081
5 H 17.11270 19.88670 19.52595  C1 1.080
6 C 17.07150 9.93589 15.55772  Cl7 1.786, Cl8 1.726, H9 1.096, H10 1.082
7 Cl 15.69512 8.86567 15.16910  C6 1.786
8 Cl 17.70413 10.59032 14.09156  C6 1.726
9 H 16.77710 10.76011 16.21674  C6 1.096
10 H 17.85877 9.31842 15.96839  C6 1.082
11 C 12.12066 17.00638 10.89156  Cl12 1.758, Cl13 1.795, H14 1.105, H15 1.092
12 Cl 12.95204 18.43638 11.48690  C11 1.758
13 Cl 11.90737 16.84974 9.11664  C11 1.795
14 H 12.68144 16.11381 11.22333  C11 1.105
15 H 11.13346 17.01346 11.35864  C11 1.092
16 C 14.70454 17.97532 20.36535  Cl17 1.731, Cl18 1.763, H19 1.083, H20 1.082
17 Cl 13.42444 16.81046 20.38592  C16 1.731
18 Cl 14.18458 19.60102 19.92564  C16 1.763
19 H 15.09244 18.05147 21.37311  C16 1.083
20 H 15.45635 17.68077 19.64483  C16 1.082
21 C 20.50581 18.15834 15.55168  C22 1.479, H30 1.099, H31 1.075, H32 1.094
22 C 20.29702 19.47536 14.91118  C21 1.479, O23 1.483, H33 1.085, H34 1.102
23 O 19.44867 19.30273 13.70771  C22 1.483, C24 1.329
24 C 18.13846 19.38810 13.91266  O23 1.329, O25 1.168, C26 1.622
25 O 17.56774 19.49253 14.92592  C24 1.168
26 C 17.32798 19.20215 12.51959  C24 1.622, F27 1.299, F28 1.306, F29 1.325
27 F 17.33756 20.32166 11.86105  C26 1.299
28 F 17.90483 18.26691 11.81350  C26 1.306
29 F 16.07732 18.81894 12.73359  C26 1.325
30 H 20.95118 17.50385 14.78890  C21 1.099
31 H 19.58096 17.77929 15.94833  C21 1.075
32 H 21.23978 18.25245 16.35809  C21 1.094
33 H 21.15700 19.90662 14.40971  C22 1.085
34 H 19.72004 20.25714 15.43090  C22 1.102
35 C 12.04422 8.74231 8.79896  C36 1.466, H44 1.096, H45 1.093, H46 1.088
36 C 11.57222 9.53942 9.93536  C35 1.466, O37 1.423, H47 1.090, H48 1.086
37 O 12.47170 10.59976 10.23897  C36 1.423, C38 1.320
38 C 12.32318 11.68674 9.50405  O37 1.320, O39 1.200, C40 1.603
39 O 11.61385 11.88066 8.55619  C38 1.200
40 C 13.28143 12.85736 10.03504  C38 1.603, F41 1.307, F42 1.324, F43 1.322
41 F 14.08151 12.45383 10.98715  C40 1.307
42 F 13.96278 13.31845 8.99716  C40 1.324
43 F 12.49161 13.80829 10.50283  C40 1.322
44 H 12.21947 9.37266 7.91986  C35 1.096
45 H 11.31332 7.95611 8.59107  C35 1.093
46 H 12.97860 8.27926 9.10958  C35 1.088
47 H 11.54562 8.98706 10.87521  C36 1.090
48 H 10.57758 9.95286 9.79723  C36 1.086
49 C 15.23043 17.33241 15.93167  C50 1.524, H58 1.088, H59 1.101, H60 1.087
50 C 14.38460 16.57026 14.91903  C49 1.524, O51 1.450, H61 1.081, H62 1.090
51 O 14.73067 15.18042 15.14408  C50 1.450, C52 1.312
52 C 13.97593 14.41527 14.39131  O51 1.312, O53 1.184, C54 1.605
53 O 13.15942 14.66630 13.57154  C52 1.184
54 C 14.22075 12.88096 14.79227  C52 1.605, F55 1.328, F56 1.321, F57 1.320
55 F 15.14626 12.69756 15.72635  C54 1.328
56 F 13.06067 12.43800 15.24346  C54 1.321
57 F 14.53205 12.26481 13.66707  C54 1.320
58 H 16.26434 17.00821 15.83607  C49 1.088
59 H 14.92576 17.02834 16.94520  C49 1.101
60 H 15.19750 18.41290 15.82116  C49 1.087
61 H 14.66410 16.88009 13.92202  C50 1.081
62 H 13.30995 16.69581 15.05011  C50 1.090
63 C 7.73695 14.71949 9.98615  C64 1.517, H72 1.088, H73 1.082, H74 1.092
64 C 9.21927 14.42527 9.85136  C63 1.517, O65 1.472, H75 1.081, H76 1.080
65 O 9.63983 13.36628 10.78388  C64 1.472, C66 1.343
66 C 9.90048 13.82022 12.02089  O65 1.343, O67 1.192, C68 1.559
67 O 9.94424 14.95448 12.38408  C66 1.192
68 C 10.28145 12.60678 12.92213  C66 1.559, F69 1.335, F70 1.315, F71 1.327
69 F 11.54607 12.26130 12.67226  C68 1.335
70 F 10.14233 12.89099 14.19805  C68 1.315
71 F 9.50713 11.56431 12.64939  C68 1.327
72 H 7.22541 13.84239 9.59558  C63 1.088
73 H 7.55379 15.57519 9.34920  C63 1.082
74 H 7.47007 14.91970 11.02623  C63 1.092
75 H 9.89506 15.25439 10.00851  C64 1.081
76 H 9.42871 13.97792 8.89042  C64 1.080
77 C 16.92201 17.51146 8.15337  C78 1.512, H86 1.091, H87 1.085, H88 1.094
78 C 16.02014 16.80617 9.14069  C77 1.512, O79 1.442, H89 1.087, H90 1.098
79 O 16.87666 16.18672 10.12133  C78 1.442, C80 1.336
80 C 16.20625 15.59969 11.11642  O79 1.336, O81 1.172, C82 1.568
81 O 15.04714 15.48732 11.24717  C80 1.172
82 C 17.18491 15.04228 12.20733  C80 1.568, F83 1.314, F84 1.314, F85 1.319
83 F 18.43261 14.95486 11.80559  C82 1.314
84 F 17.07776 15.90073 13.19650  C82 1.314
85 F 16.77333 13.85996 12.62194  C82 1.319
86 H 17.55283 18.27383 8.61196  C77 1.091
87 H 16.42727 17.89232 7.26588  C77 1.085
88 H 17.59730 16.72430 7.80625  C77 1.094
89 H 15.40126 16.01264 8.72849  C78 1.087
90 H 15.34709 17.45069 9.72187  C78 1.098
91 C 12.91371 9.71972 17.68439  C92 1.475, H100 1.095, H101 1.087, H102 1.087
92 C 11.74830 9.15230 18.38779  C91 1.475, O93 1.433, H103 1.096, H104 1.092
93 O 10.61132 9.91223 17.95831  C92 1.433, C94 1.339
94 C 9.44849 9.58308 18.53429  O93 1.339, O95 1.153, C96 1.595
95 O 9.20994 8.74535 19.29032  C94 1.153
96 C 8.24712 10.49886 18.02150  C94 1.595, F97 1.311, F98 1.329, F99 1.294
97 F 7.36614 9.64292 17.56261  C96 1.311
98 F 7.79568 11.24634 19.02272  C96 1.329
99 F 8.58514 11.27124 17.03948  C96 1.294
100 H 12.88866 10.80226 17.84662  C91 1.095
101 H 12.80708 9.54139 16.61728  C91 1.087
102 H 13.85275 9.30977 18.04670  C91 1.087
103 H 11.73891 9.26307 19.47773  C92 1.096
104 H 11.52241 8.10723 18.16701  C92 1.092
105 C 19.40587 13.75851 15.67424  C106 1.545, H114 1.102, H115 1.105, H116 1.092
106 C 18.58925 14.80726 16.46182  C105 1.545, O107 1.423, H117 1.103, H118 1.100
107 O 17.62755 14.07996 17.21816  C106 1.423, C108 1.296
108 C 17.02186 14.82747 18.08704  O107 1.296, O109 1.182, C110 1.560
109 O 17.20985 15.97129 18.31906  C108 1.182
110 C 15.82718 14.05611 18.72946  C108 1.560, F111 1.318, F112 1.329, F113 1.336
111 F 15.93712 12.76522 18.48921  C110 1.318
112 F 15.92631 14.25132 20.04060  C110 1.329
113 F 14.67485 14.49983 18.22007  C110 1.336
114 H 18.79102 13.28652 14.89078  C105 1.102
115 H 19.68014 12.94361 16.36756  C105 1.105
116 H 20.30486 14.18355 15.22239  C105 1.092
117 H 18.00600 15.50943 15.84254  C106 1.103
118 H 19.26984 15.37752 17.11136  C106 1.100
119 C 10.85795 22.29886 10.63639  C120 1.529, H128 1.081, H129 1.093, H130 1.093
120 C 10.93785 21.98132 12.12983  C119 1.529, O121 1.424, H131 1.105, H132 1.098
121 O 12.30356 21.92059 12.53012  C120 1.424, C122 1.315
122 C 12.42911 21.59497 13.79840  O121 1.315, O123 1.170, C124 1.603
123 O 11.57477 21.60772 14.59772  C122 1.170
124 C 13.98222 21.35868 14.11820  C122 1.603, F125 1.318, F126 1.314, F127 1.313
125 F 14.63013 21.09370 13.00112  C124 1.318
126 F 14.41899 22.48460 14.63562  C124 1.314
127 F 14.10598 20.34873 14.94788  C124 1.313
128 H 11.24480 21.41371 10.15065  C119 1.081
129 H 11.45845 23.13808 10.27621  C119 1.093
130 H 9.85582 22.46743 10.23356  C119 1.093
131 H 10.56654 20.95861 12.32121  C120 1.105
132 H 10.36850 22.69114 12.74459  C120 1.098
133 C 10.56010 14.48646 17.07908  C134 1.508, H142 1.093, H143 1.105, H144 1.085
134 C 11.51563 14.00391 18.14077  C133 1.508, O135 1.452, H145 1.091, H146 1.095
135 O 10.72819 13.35873 19.17607  C134 1.452, C136 1.327
136 C 11.37404 13.15594 20.31763  O135 1.327, O137 1.158, C138 1.581
137 O 12.47832 13.41112 20.55392  C136 1.158
138 C 10.44420 12.34379 21.30465  C136 1.581, F139 1.345, F140 1.342, F141 1.317
139 F 10.72809 11.03584 21.16785  C138 1.345
140 F 10.63670 12.84532 22.53462  C138 1.342
141 F 9.16664 12.51798 21.03794  C138 1.317
142 H 9.78295 15.15672 17.45511  C133 1.093
143 H 10.06403 13.61516 16.61517  C133 1.105
144 H 11.08000 15.01876 16.28915  C133 1.085
145 H 12.09455 14.78663 18.63357  C134 1.091
146 H 12.20855 13.28723 17.68817  C134 1.095
147 C 10.52496 17.85098 14.36632  C148 1.474, H156 1.083, H157 1.098, H158 1.100
148 C 9.20594 18.27736 13.86498  C147 1.474, O149 1.443, H159 1.089, H160 1.093
149 O 9.39263 18.63431 12.47921  C148 1.443, C150 1.313
150 C 8.28987 18.72003 11.77177  O149 1.313, O151 1.164, C152 1.588
151 O 7.18195 18.55298 12.08620  C150 1.164
152 C 8.60233 19.08817 10.25861  C150 1.588, F153 1.300, F154 1.325, F155 1.343
153 F 9.85216 19.39649 10.07630  C152 1.300
154 F 8.35179 17.97064 9.59206  C152 1.325
155 F 7.85493 20.13104 9.86132  C152 1.343
156 H 10.85799 16.98722 13.80473  C147 1.083
157 H 10.53672 17.60220 15.43603  C147 1.098
158 H 11.23860 18.67514 14.22266  C147 1.100
159 H 8.82446 19.16300 14.37080  C148 1.089
160 H 8.44426 17.49481 13.81495  C148 1.093